The following is a quantum chemistry calculation of H5NOS2Si as an isolated structure at a distorted geometry, from the Open Molecules 2025 dataset.

Computed properties:
net charge = 0
2S+1 = 1
energy above the lowest of the compared OMol25 structures with the same formula, charge and spin = 69.6 kcal/mol

Last column: Mulliken charge in e.
Cartesian coordinates (Å):
N 0.3906 -1.1645 -0.9278  -0.506
O 2.5227 0.3247 0.1182  -0.234
Si 1.9375 -1.0948 -0.5060  0.522
S 1.5970 1.7035 -0.1570  -0.034
S -1.8545 1.6722 0.4379  -0.302
H -0.0380 -2.0653 -1.0345  0.188
H -2.1694 1.0500 -0.6272  0.139
H 3.1670 -1.6176 -0.3498  -0.078
H 0.9979 1.2967 -1.3336  0.159
H -1.1163 0.5609 0.6191  0.147

Atoms 1-2, force components in eV/Å:
1.07 -0.16 0.36
-0.66 -0.02 -0.83